(1)
{
  "formula": "C36H29NO9S8W",
  "method": "ωB97M-V/def2-TZVPD",
  "species": ["W", "O", "C", "C", "O", "O", "C", "C", "C", "C", "C", "C", "C", "C", "C", "C", "C", "C", "H", "H", "H", "H", "H", "H", "H", "H", "H", "H", "H", "O", "S", "O", "O", "C", "C", "C", "C", "C", "C", "S", "O", "O", "O", "H", "H", "H", "H", "N", "S", "C", "C", "C", "C", "C", "C", "C", "C", "C", "C", "C", "C", "H", "H", "H", "H", "H", "H", "H", "H", "H", "H", "H", "C", "S", "C", "C", "S", "S", "C", "S", "S", "H", "H", "H"],
  "xyz": [[1.71615, 0.11262, -1.08422], [0.09944, 2.40490, 0.79947], [-0.30644, 1.53775, 1.85093], [0.59781, 0.30814, 1.74534], [0.56177, -0.68017, 2.38839], [1.56155, 0.42653, 0.73079], [-0.10327, 2.20971, 3.20091], [-1.10001, 3.02552, 3.72657], [-0.86346, 3.74588, 4.88883], [0.36237, 3.65104, 5.52976], [1.36044, 2.84074, 5.00761], [1.12962, 2.12687, 3.84254], [-1.72359, 0.98612, 1.62966], [-2.35432, 1.13352, 0.39779], [-3.61790, 0.58729, 0.19277], [-4.25483, -0.09968, 1.21432], [-3.62098, -0.24997, 2.44220], [-2.35617, 0.27648, 2.64795], [-0.35185, 3.25191, 0.92418], [-2.06225, 3.09718, 3.23575], [-1.64093, 4.37787, 5.29601], [0.54118, 4.20803, 6.43949], [2.31437, 2.76150, 5.51141], [1.91268, 1.48654, 3.44834], [-1.87581, 1.70205, -0.38853], [-4.11190, 0.72433, -0.76044], [-5.24500, -0.50778, 1.06096], [-4.12171, -0.77059, 3.24828], [-1.86284, 0.14997, 3.60293], [1.29589, -0.97823, -2.96753], [2.32809, -0.29666, -3.82641], [3.02288, -1.11190, -4.74148], [3.11816, 0.35287, -2.72609], [1.63411, 1.09439, -4.68764], [1.74513, 1.05538, -6.06392], [1.36532, 2.15175, -6.83491], [0.89163, 3.29675, -6.22593], [0.76996, 3.34679, -4.83987], [1.13666, 2.25825, -4.06876], [0.77881, 2.41368, -2.34311], [0.05052, 3.59751, -2.10241], [1.99846, 2.21187, -1.48553], [0.09375, 1.10492, -1.99990], [2.15336, 0.17163, -6.53460], [1.45873, 2.09806, -7.91065], [0.60747, 4.15856, -6.81324], [0.37447, 4.22985, -4.35772], [0.05850, -1.00842, -0.73208], [-0.23294, -2.59443, -0.97116], [-1.79234, -2.63455, -1.83522], [-2.27365, -1.51056, -2.48248], [-3.46738, -1.61659, -3.18437], [-4.14552, -2.82471, -3.23663], [-3.63523, -3.94607, -2.59121], [-2.44882, -3.85801, -1.88379], [-0.65155, -3.23998, 0.61990], [-1.78164, -2.80762, 1.29913], [-2.00118, -3.29277, 2.57517], [-1.10446, -4.18953, 3.14785], [0.02065, -4.61139, 2.45296], [0.25745, -4.13276, 1.17364], [-0.73768, -0.50123, -0.33747], [-1.72969, -0.57627, -2.45279], [-3.86361, -0.74956, -3.69596], [-5.07375, -2.89822, -3.78659], [-4.16020, -4.88998, -2.63805], [-2.04913, -4.72529, -1.37263], [-2.47523, -2.11101, 0.84102], [-2.87572, -2.97643, 3.12728], [-1.28894, -4.56638, 4.14486], [0.70869, -5.31399, 2.90248], [1.12581, -4.45204, 0.61043], [3.86726, 2.37012, 0.72270], [4.10671, 0.85122, -0.22715], [4.24562, -0.37336, 1.03428], [3.75273, -1.58561, 0.75647], [2.91204, -1.93086, -0.75102], [4.06970, -2.84585, 1.90281], [4.98590, -1.85168, 3.03427], [5.58987, -2.39749, 4.41914], [5.15214, -0.17915, 2.49928], [3.96320, 3.19055, 0.01740], [4.67267, 2.42456, 1.45311], [2.89217, 2.37554, 1.20411]],
  "lowdin_charge": [1.656, -0.001, -0.324, -0.413, 0.221, -0.306, -0.151, -0.017, -0.046, -0.054, -0.048, -0.017, -0.156, -0.034, -0.059, -0.062, -0.068, -0.021, 0.141, 0.127, 0.117, 0.116, 0.115, 0.112, 0.105, 0.112, 0.118, 0.117, 0.137, -0.442, 0.598, -0.167, -0.493, -0.216, -0.011, -0.001, -0.004, -0.014, -0.223, 0.639, -0.173, -0.416, -0.403, 0.130, 0.132, 0.131, 0.128, -0.446, 1.136, -0.381, -0.074, -0.052, -0.042, -0.039, -0.064, -0.406, -0.063, -0.038, -0.026, -0.040, -0.077, 0.045, 0.093, 0.117, 0.120, 0.122, 0.124, 0.106, 0.112, 0.122, 0.121, 0.107, -0.270, 0.988, -0.941, -1.041, 0.743, 0.954, -1.439, 0.699, 0.968, 0.063, 0.052, 0.041],
  "total_charge": 2,
  "e_above_lowest_kj_mol": 0.0,
  "spin_multiplicity": 1,
  "homo_lumo_gap_ha": 0.190,
  "fmax_ha_per_bohr": 0.0222
}

=====

(2)
{
  "formula": "C36H30AlN3O5S4Si",
  "method": "ωB97M-V/def2-TZVPD",
  "species": ["Al", "C", "C", "C", "C", "C", "C", "C", "S", "O", "O", "N", "C", "C", "O", "O", "H", "H", "H", "H", "H", "H", "H", "H", "H", "S", "C", "C", "C", "C", "N", "C", "C", "C", "S", "C", "N", "H", "H", "C", "C", "C", "C", "C", "C", "Si", "C", "C", "C", "C", "C", "C", "H", "H", "H", "H", "H", "H", "H", "H", "H", "H", "H", "C", "S", "O", "C", "C", "C", "C", "C", "C", "H", "H", "H", "H", "H", "H", "H", "H"],
  "xyz": [[0.35381, -0.26970, -0.02879], [-0.37059, -1.45249, 8.52161], [0.10306, -1.11701, 7.13239], [-0.27126, 0.06752, 6.51345], [0.15619, 0.37130, 5.22585], [0.97333, -0.51871, 4.55567], [1.36073, -1.70957, 5.15690], [0.92433, -2.00353, 6.43561], [1.59374, -0.12232, 2.92773], [1.51663, 1.32880, 2.82884], [2.92598, -0.68699, 2.90059], [0.62068, -0.83538, 1.89493], [-0.53079, -1.57875, 2.39290], [-1.69349, -1.42044, 1.41969], [-2.79014, -1.87745, 1.69668], [-1.40220, -0.77290, 0.33472], [-0.97634, -0.64580, 8.93438], [0.47221, -1.62139, 9.19548], [-0.97606, -2.36124, 8.52170], [-0.91703, 0.76260, 7.03850], [-0.15742, 1.27541, 4.72306], [2.01198, -2.38495, 4.61764], [1.22461, -2.93416, 6.90538], [-0.89839, -1.21992, 3.35448], [-0.31984, -2.65146, 2.48533], [-0.48851, 0.69601, -2.06690], [-0.74156, -0.78657, -2.94950], [-1.58062, -0.76675, -4.06504], [-1.78577, -1.88680, -4.85941], [-2.64447, -1.79767, -6.00207], [-3.34293, -1.71380, -6.91391], [-1.13944, -3.08732, -4.52414], [-0.31715, -3.12462, -3.40689], [-0.09314, -2.00247, -2.60455], [0.99747, -2.15397, -1.25328], [-1.31659, -4.26991, -5.31310], [-1.44470, -5.22688, -5.94070], [-2.08196, 0.15819, -4.31734], [0.17395, -4.05228, -3.14509], [1.63446, 5.83123, -0.29128], [2.35821, 5.23989, 0.73517], [2.59117, 3.87018, 0.72762], [2.11227, 3.04541, -0.29525], [1.38554, 3.66625, -1.31867], [1.15081, 5.03594, -1.32275], [2.42940, 1.15373, -0.24910], [3.41495, 0.80349, -1.85526], [4.74391, 0.38419, -1.75060], [5.50901, 0.07899, -2.86974], [4.95939, 0.19051, -4.13817], [3.63974, 0.60220, -4.26981], [2.88233, 0.89691, -3.14501], [1.44917, 6.89963, -0.28790], [2.73899, 5.84826, 1.54890], [3.14631, 3.41884, 1.54274], [0.99102, 3.06639, -2.13031], [0.58582, 5.48342, -2.13360], [3.54211, 1.07974, 0.73917], [5.18799, 0.29095, -0.76541], [6.53583, -0.25008, -2.74930], [5.54877, -0.05245, -5.01547], [3.19077, 0.67761, -5.25410], [1.84398, 1.17946, -3.27270], [-0.51227, 3.61907, 1.99895], [-1.06392, 1.96908, 1.57151], [-1.60012, 1.38279, 2.83189], [-2.49313, 2.40518, 0.58260], [-3.67549, 1.73955, 0.85811], [-4.78721, 1.98178, 0.06254], [-4.70913, 2.87603, -0.99451], [-3.51035, 3.52087, -1.27337], [-2.39302, 3.27868, -0.49120], [-1.32321, 4.11614, 2.53171], [-0.21994, 4.16053, 1.10095], [0.35960, 3.47432, 2.63166], [-3.70066, 1.02009, 1.66603], [-5.70982, 1.45051, 0.26026], [-5.57586, 3.05354, -1.61998], [-3.43623, 4.19434, -2.11816], [-1.44700, 3.74618, -0.73670]],
  "lowdin_charge": [-0.334, -0.067, -0.287, -0.035, -0.047, -0.281, -0.054, -0.049, 0.558, -0.380, -0.331, -0.226, -0.167, -0.600, 0.037, -0.095, 0.066, 0.073, 0.075, 0.106, 0.095, 0.115, 0.107, 0.108, 0.128, 0.738, -0.611, -0.066, -0.211, -0.200, 0.129, -0.211, -0.070, -0.628, 0.739, -0.199, 0.129, 0.107, 0.106, -0.129, -0.120, -0.129, -0.303, -0.126, -0.118, 0.682, -0.308, -0.125, -0.119, -0.127, -0.104, -0.115, 0.086, 0.092, 0.094, 0.057, 0.094, -0.014, 0.082, 0.086, 0.084, 0.092, 0.045, -0.205, 0.903, -0.470, -0.358, -0.057, -0.077, -0.101, -0.090, -0.097, 0.066, 0.032, 0.043, 0.108, 0.100, 0.092, 0.098, 0.090],
  "total_charge": -2,
  "e_above_lowest_kj_mol": 0.0,
  "spin_multiplicity": 1,
  "homo_lumo_gap_ha": 0.228,
  "fmax_ha_per_bohr": 0.0088
}

=====

(3)
{
  "formula": "C36H30AsCl2N6S2Tl",
  "method": "ωB97M-V/def2-TZVPD",
  "species": ["Tl", "S", "C", "C", "N", "C", "S", "C", "N", "Cl", "C", "Cl", "H", "H", "N", "C", "C", "C", "C", "C", "C", "N", "C", "C", "C", "C", "N", "C", "C", "H", "H", "H", "H", "H", "H", "H", "H", "H", "C", "C", "C", "C", "C", "C", "C", "C", "C", "C", "C", "C", "C", "C", "C", "H", "H", "H", "H", "H", "H", "H", "H", "H", "H", "N", "C", "C", "As", "C", "C", "H", "H", "H", "H", "H", "H", "H", "H", "H"],
  "xyz": [[2.09204, 0.15923, 0.06880], [3.66516, 1.29115, 1.92667], [5.21547, 1.31542, 1.10541], [6.25390, 1.79493, 1.90712], [7.07877, 2.19980, 2.60462], [5.48884, 0.92772, -0.18556], [4.38825, 0.29684, -1.36215], [6.81064, 1.04083, -0.64290], [7.88158, 1.10839, -1.06067], [1.05443, 4.34867, 0.72479], [2.76189, 4.22195, 0.29189], [2.99982, 4.62737, -1.41036], [3.07764, 3.18819, 0.47165], [3.32368, 4.92880, 0.90521], [-2.51318, -2.00628, 5.54115], [-3.26431, -1.92895, 6.67446], [-3.98036, -2.87780, 7.37752], [-4.63889, -2.45206, 8.52239], [-4.57312, -1.12477, 8.93632], [-3.86413, -0.16864, 8.23092], [-3.19402, -0.56538, 7.07243], [-2.42911, 0.13521, 6.19320], [-2.01598, -0.73488, 5.28225], [-1.14601, -0.48175, 4.18199], [-0.65645, -1.52298, 3.36434], [0.20727, -1.23586, 2.34108], [0.60931, 0.00140, 2.02672], [0.14221, 1.00251, 2.78690], [-0.70283, 0.81626, 3.85246], [-2.34803, -2.82854, 4.98884], [-4.02399, -3.90694, 7.04722], [-5.21438, -3.16155, 9.10192], [-5.09778, -0.83800, 9.83926], [-3.82453, 0.85691, 8.56372], [-0.93109, -2.55589, 3.52909], [0.62350, -2.03906, 1.74672], [0.47889, 1.99370, 2.51790], [-1.05328, 1.64726, 4.44356], [0.89237, 1.13181, -1.31792], [0.59538, 1.18065, -2.50407], [0.37490, 1.19394, -3.88681], [-0.92715, 1.28612, -4.43665], [-1.17118, 1.41567, -5.82222], [-2.44878, 1.55993, -6.31090], [-3.54104, 1.59732, -5.45216], [-3.32833, 1.47125, -4.08235], [-2.05729, 1.31317, -3.58480], [1.60612, 1.06321, -4.64970], [1.74546, 0.22343, -5.76357], [2.95983, 0.11414, -6.41368], [4.06105, 0.84245, -5.99288], [3.94961, 1.64478, -4.86641], [2.74844, 1.74357, -4.20124], [-0.33811, 1.42334, -6.50911], [-2.61019, 1.64308, -7.38105], [-4.54448, 1.72273, -5.83859], [-4.17715, 1.49386, -3.40522], [-1.88738, 1.20958, -2.51977], [0.91435, -0.38807, -6.09296], [3.05560, -0.55938, -7.25786], [5.00101, 0.77707, -6.52713], [4.80686, 2.18900, -4.49816], [2.66944, 2.35900, -3.31626], [1.96421, -3.15466, -0.34111], [2.01983, -2.02159, -0.12898], [-1.24637, -3.63047, -0.14586], [-1.00401, -1.75661, -0.73230], [-0.56100, -2.15984, -2.59533], [-2.95310, -1.47723, -0.97220], [-1.95176, -4.15807, -0.79062], [-1.63301, -3.64998, 0.87463], [-0.28633, -4.14217, -0.16757], [-1.19409, -2.95497, -2.99729], [0.48173, -2.46955, -2.65425], [-0.68809, -1.26788, -3.20362], [-3.36228, -2.20297, -1.67347], [-3.16961, -0.47818, -1.34062], [-3.44727, -1.60071, -0.00685]],
  "lowdin_charge": [0.418, 0.569, -0.746, -0.350, 0.131, -0.760, 0.630, -0.328, 0.145, 0.498, -1.036, 0.520, -0.070, 0.028, 0.167, -0.201, -0.031, -0.111, -0.115, -0.019, -0.235, 0.179, -0.251, -0.127, 0.006, -0.172, -0.006, -0.102, 0.018, 0.148, 0.105, 0.094, 0.094, 0.106, 0.102, 0.059, 0.089, 0.113, -0.224, -0.219, -0.234, -0.208, -0.063, -0.141, -0.167, -0.136, -0.068, -0.189, -0.063, -0.126, -0.135, -0.113, -0.064, 0.088, 0.084, 0.068, 0.086, 0.085, 0.104, 0.085, 0.080, 0.095, 0.071, 0.013, -0.411, -0.346, 1.076, -0.295, -0.332, 0.011, -0.005, -0.015, 0.022, 0.015, 0.005, 0.013, -0.008, 0.003],
  "total_charge": -2,
  "e_above_lowest_kj_mol": 194.0,
  "spin_multiplicity": 1,
  "homo_lumo_gap_ha": 0.113,
  "fmax_ha_per_bohr": 0.0501
}